[1]
{"formula": "C15H13FN4S", "method": "ωB97M-V with the def2-TZVPD basis set", "total_charge": 0, "smiles": "Cn1c(SCc2ccccc2F)nnc1-c1ccccn1", "elements": ["C", "N", "C", "S", "C", "C", "C", "C", "C", "C", "C", "F", "N", "N", "C", "C", "C", "C", "C", "C", "N", "H", "H", "H", "H", "H", "H", "H", "H", "H", "H", "H", "H", "H"], "coordinates": [[0.23132, -1.62355, 1.94840], [0.67520, -0.98705, 0.74483], [1.52585, 0.07227, 0.63674], [2.21617, 0.90221, 2.01083], [0.81074, 2.07893, 2.31965], [0.27742, 2.58377, 1.02532], [0.94722, 3.55697, 0.29341], [0.48586, 3.95516, -0.94686], [-0.65286, 3.38129, -1.48658], [-1.33929, 2.41000, -0.78056], [-0.86286, 2.02759, 0.45682], [-1.53365, 1.06316, 1.13838], [1.69717, 0.40465, -0.61607], [0.95978, -0.41651, -1.35303], [0.33812, -1.25595, -0.54894], [-0.56730, -2.29168, -1.00255], [-0.83898, -2.40397, -2.36909], [-1.70597, -3.39508, -2.78597], [-2.27033, -4.23643, -1.83636], [-1.93396, -4.04128, -0.50601], [-1.10779, -3.09859, -0.09217], [0.83892, -1.25821, 2.77689], [0.33227, -2.70287, 1.85065], [-0.81970, -1.38929, 2.12389], [1.25287, 2.87077, 2.92084], [0.05539, 1.54652, 2.89674], [1.84813, 3.98727, 0.70404], [1.02485, 4.70769, -1.50104], [-1.00490, 3.68167, -2.46107], [-2.22332, 1.93622, -1.17717], [-0.36593, -1.71854, -3.05266], [-1.94100, -3.51339, -3.83380], [-2.95238, -5.02240, -2.12052], [-2.34399, -4.66939, 0.27452]], "forces_ev_per_a": [[-0.24, -0.37, 0.68], [0.14, 0.18, -0.92], [0.26, 0.02, 0.66], [-0.06, 0.19, -0.10], [0.21, -0.46, 0.06], [-0.34, 0.05, 0.01], [-0.20, -0.05, -0.01], [0.11, 0.10, -0.02], [-0.01, -0.05, 0.04], [-0.04, -0.13, 0.12], [0.16, 0.25, 0.01], [0.06, 0.06, -0.04], [0.64, 0.62, 0.30], [-0.61, -0.74, -0.65], [0.39, 0.47, 0.36], [-0.41, -0.42, -0.51], [-0.01, -0.04, 0.17], [0.02, 0.01, 0.13], [0.05, 0.05, 0.02], [-0.27, -0.30, -0.19], [0.24, 0.30, 0.15], [-0.06, 0.01, -0.11], [-0.01, 0.15, 0.10], [0.08, -0.06, 0.04], [-0.06, 0.02, 0.02], [0.03, 0.17, 0.00], [0.12, 0.04, 0.04], [0.05, 0.07, -0.06], [-0.04, 0.03, -0.09], [-0.09, -0.05, -0.03], [0.04, 0.06, -0.09], [-0.01, 0.00, -0.06], [-0.06, -0.07, 0.00], [-0.09, -0.11, -0.03]]}

[2]
{"formula": "C15H13N3O3", "method": "ωB97M-V with the def2-TZVPD basis set", "total_charge": 0, "smiles": "Cc1ccc(OCC(=O)O)c(-n2nc3ccccc3n2)c1", "e_above_lowest_kcal_mol": 231.3, "elements": ["C", "C", "C", "C", "C", "O", "C", "C", "O", "O", "C", "N", "N", "C", "C", "C", "C", "C", "C", "N", "C", "H", "H", "H", "H", "H", "H", "H", "H", "H", "H", "H", "H", "H"], "coordinates": [[-3.66023, -3.64332, -0.32358], [-2.90454, -2.32372, -0.19236], [-3.91882, -1.29465, 0.13913], [-3.30068, -0.02106, 0.24194], [-1.83738, 0.01564, 0.09207], [-1.16987, 1.30511, 0.50181], [-1.84903, 2.79602, 0.22717], [-0.62959, 3.66346, -0.11608], [-0.88062, 4.72786, -0.43620], [0.46813, 3.00086, -0.16285], [-1.02223, -0.98706, 0.02940], [0.28025, -0.93456, 0.13341], [1.08172, 0.35971, -0.11007], [2.23700, -0.06372, 0.06838], [3.39583, 0.63988, -0.22290], [4.50453, 0.04762, 0.04843], [4.66051, -1.34032, 0.05249], [3.46879, -2.16549, 0.25113], [2.30492, -1.36559, -0.18802], [1.12541, -1.94743, 0.10206], [-1.52056, -2.10025, -0.17177], [-2.99885, -4.44806, -0.67187], [-4.30352, -3.86297, 0.46665], [-4.37373, -3.73888, -1.31043], [-4.92719, -1.22060, -0.18667], [-3.92124, 0.96055, 0.24094], [-2.44920, 3.10052, 0.96020], [-2.44387, 2.35418, -0.76549], [0.58781, 1.88901, -0.07351], [3.43230, 1.67957, -0.14070], [5.47767, 0.45418, -0.05640], [5.66966, -1.77526, -0.02107], [3.57076, -3.47512, 0.15374], [-1.02806, -2.93811, -0.32373]], "forces_ev_per_a": [[0.90, -0.63, -5.14], [-4.15, 0.47, 1.35], [5.19, 2.22, -1.85], [0.90, -0.11, -1.07], [-4.39, 9.73, 3.59], [-2.64, -0.21, -0.42], [2.19, -6.92, -5.73], [-1.54, -7.34, 1.16], [-0.32, 6.85, -1.55], [3.01, -1.53, -0.17], [2.19, 4.29, 0.48], [7.90, 3.97, -1.02], [-7.00, -0.59, 1.93], [2.81, 2.15, -3.85], [-1.32, 3.23, 2.13], [4.37, -2.41, -1.50], [-2.60, -4.58, 1.86], [3.95, -0.74, -4.01], [0.93, -8.61, 5.30], [-1.77, 1.29, -1.20], [-9.20, -7.86, -1.21], [0.08, -0.24, 1.07], [-0.56, -0.52, 1.49], [1.35, 1.09, 2.18], [-1.00, -1.08, 0.49], [1.43, -1.85, 0.30], [-2.33, 1.00, 3.09], [1.30, 2.34, 2.41], [-1.23, 2.31, 0.00], [-0.48, 1.77, -0.55], [0.50, 1.48, 0.12], [-0.63, 0.17, 0.49], [-0.67, 4.48, 0.49], [2.83, -3.63, -0.66]]}

[3]
{"formula": "C15H13N3OS", "method": "ωB97M-V with the def2-TZVPD basis set", "total_charge": 0, "smiles": "CCc1ccccc1NC(=O)c1ccc2snnc2c1", "e_above_lowest_kcal_mol": 0.0, "elements": ["C", "C", "C", "C", "C", "C", "C", "C", "N", "C", "O", "C", "C", "C", "C", "S", "N", "N", "C", "C", "H", "H", "H", "H", "H", "H", "H", "H", "H", "H", "H", "H", "H"], "coordinates": [[4.56799, -0.93092, 1.69518], [3.19066, -0.92642, 1.04121], [2.87279, -2.13297, 0.18695], [3.79266, -3.14873, -0.02085], [3.49138, -4.25147, -0.80300], [2.24800, -4.35372, -1.39641], [1.31073, -3.35510, -1.20955], [1.61178, -2.24784, -0.42465], [0.67828, -1.21766, -0.23511], [-0.62614, -1.15509, -0.61653], [-1.24259, -2.03631, -1.17895], [-1.29008, 0.14052, -0.25207], [-2.67108, 0.08687, 0.01253], [-3.39709, 1.20904, 0.33440], [-2.72486, 2.42354, 0.38051], [-3.25848, 4.02729, 0.72893], [-1.70830, 4.62223, 0.48515], [-0.86239, 3.76656, 0.17639], [-1.33645, 2.49846, 0.09300], [-0.61765, 1.34651, -0.22610], [5.35613, -0.94145, 0.94644], [4.68499, -0.03132, 2.29600], [4.68579, -1.79209, 2.34823], [3.11608, -0.02451, 0.42164], [2.43997, -0.85075, 1.83666], [4.76835, -3.08895, 0.43302], [4.23048, -5.02572, -0.94402], [2.00156, -5.20839, -2.00771], [0.33896, -3.42785, -1.66691], [1.02375, -0.42919, 0.29046], [-3.15286, -0.87687, -0.05126], [-4.45418, 1.15480, 0.53972], [0.42766, 1.44464, -0.47536]], "forces_ev_per_a": [[-0.23, 0.10, -0.06], [0.13, -0.09, 0.03], [-0.13, 0.10, 0.02], [-0.07, 0.02, -0.02], [0.03, -0.13, -0.06], [0.16, 0.03, 0.08], [-0.20, 0.00, -0.09], [0.16, -0.42, -0.19], [0.38, 0.31, 0.24], [-0.05, 0.15, 0.06], [-0.03, -0.08, 0.01], [-0.09, 0.24, -0.05], [-0.05, 0.00, 0.01], [0.02, -0.21, -0.03], [0.42, 0.41, -0.05], [0.00, -0.89, -0.13], [-0.17, 1.36, 0.23], [1.41, 0.19, -0.29], [-1.61, -0.78, 0.27], [-0.13, 0.01, 0.04], [0.11, -0.03, -0.02], [0.06, 0.03, 0.04], [0.07, -0.08, 0.05], [-0.11, 0.04, 0.06], [-0.04, 0.10, -0.07], [0.10, 0.05, 0.08], [0.06, -0.07, -0.01], [-0.03, -0.07, -0.06], [-0.02, 0.00, 0.00], [-0.17, -0.11, -0.05], [-0.04, -0.07, -0.02], [-0.10, -0.09, 0.02], [0.14, -0.03, -0.03]]}

[4]
{"formula": "C15H13N3OS", "method": "ωB97M-V with the def2-TZVPD basis set", "total_charge": 0, "smiles": "C#Cc1ccc2sc3c(=O)[nH]c(CN(C)C)nc3c2c1", "e_above_lowest_kcal_mol": 34.2, "elements": ["C", "C", "C", "C", "C", "C", "S", "C", "C", "O", "N", "C", "C", "N", "C", "C", "N", "C", "C", "C", "H", "H", "H", "H", "H", "H", "H", "H", "H", "H", "H", "H", "H"], "coordinates": [[-4.22456, -5.48144, 1.35325], [-3.16907, -4.96564, 1.09325], [-1.88404, -4.39805, 0.84802], [-0.79604, -5.23822, 0.58928], [0.50913, -4.71839, 0.36250], [0.66384, -3.35401, 0.41603], [2.12252, -2.43290, 0.15944], [1.23328, -0.90438, 0.26693], [1.69535, 0.43610, 0.25261], [2.88410, 0.74297, 0.27626], [0.78846, 1.42364, 0.37357], [-0.58211, 1.15412, 0.46633], [-1.54879, 2.26368, 0.56500], [-0.99414, 3.61809, 0.22615], [-0.76414, 3.83116, -1.21880], [-1.51933, 4.76376, 0.99706], [-1.04112, -0.05867, 0.50200], [-0.11193, -1.10084, 0.46155], [-0.41796, -2.50767, 0.62803], [-1.67174, -3.02928, 0.87042], [-5.16267, -5.98617, 1.53221], [-0.97846, -6.31056, 0.48773], [1.36130, -5.37304, 0.17619], [1.06248, 2.37387, 0.44555], [-2.36388, 2.04871, -0.13968], [-1.96062, 2.25025, 1.58480], [-0.15531, 4.70888, -1.41585], [-1.71625, 3.97931, -1.72898], [-0.25546, 2.96467, -1.70459], [-0.75753, 5.56715, 0.90835], [-2.48566, 5.15988, 0.60223], [-1.67207, 4.47609, 2.03648], [-2.44350, -2.31165, 1.11128]], "forces_ev_per_a": [[-0.22, -0.22, -0.14], [-0.61, -0.29, 0.30], [0.40, 0.16, 0.03], [1.51, -0.06, -0.68], [-1.33, -1.25, 0.45], [0.59, 1.06, -0.22], [0.24, 0.86, 0.01], [-1.55, -1.29, -0.13], [3.65, 0.13, 0.56], [0.19, -0.12, -0.41], [-4.06, -0.55, 0.05], [1.68, -1.39, -0.18], [-0.52, 2.38, -0.75], [0.69, -1.13, 0.66], [-0.43, -0.62, 0.49], [0.27, -0.11, -1.30], [0.41, -0.30, 0.16], [0.32, 0.46, 0.21], [-0.95, 0.37, -0.32], [-0.41, 0.34, 0.27], [0.54, 0.38, -0.06], [0.17, 0.34, 0.20], [-0.35, 0.10, 0.02], [0.53, 0.86, -0.01], [-0.12, -0.29, 0.28], [0.10, 0.23, -0.32], [0.13, 0.12, 0.28], [-0.24, 0.01, -0.30], [-0.36, 0.51, 0.60], [-0.57, -0.32, 0.32], [0.42, -0.24, 0.15], [0.19, 0.05, -0.05], [-0.33, -0.19, -0.16]]}

Q: Which E_HOMO values were calculated for the entries above? A: -0.3211; -0.3120; -0.3145; -0.3025, in hartree.
Q: Which molecular weight values were calculated for the entries above? A: 300.4; 283.3; 283.4; 283.4, in g mol⁻¹.
Q: Which Kohn-Sham gap values were calculated for the entries above? A: 9.17; 7.45; 8.42; 8.36, in eV.